{
  "formula": "C52H153N25O19P8",
  "method": "ωB97M-V/def2-TZVPD",
  "homo_energy_ev": [-9.046, -9.046],
  "total_energy_ev": -206855.31271,
  "total_charge": 1,
  "homo_lumo_gap_ev": [6.82, 2.52],
  "lumo_energy_ha": [-0.0817, -0.2398],
  "s_squared": 0.76,
  "spin_multiplicity": 2,
  "species": ["O", "P", "N", "C", "C", "N", "C", "C", "N", "C", "C", "H", "H", "H", "H", "H", "H", "H", "H", "H", "H", "H", "H", "H", "H", "H", "H", "H", "H", "O", "P", "N", "C", "C", "N", "C", "C", "N", "C", "C", "H", "H", "H", "H", "H", "H", "H", "H", "H", "H", "H", "H", "H", "H", "H", "H", "H", "H", "O", "P", "N", "C", "C", "N", "C", "C", "N", "C", "C", "H", "H", "H", "H", "H", "H", "H", "H", "H", "H", "H", "H", "H", "H", "H", "H", "H", "H", "O", "P", "N", "C", "C", "N", "C", "C", "N", "C", "C", "H", "H", "H", "H", "H", "H", "H", "H", "H", "H", "H", "H", "H", "H", "H", "H", "H", "H", "O", "P", "N", "C", "C", "N", "C", "C", "N", "C", "C", "H", "H", "H", "H", "H", "H", "H", "H", "H", "H", "H", "H", "H", "H", "H", "H", "H", "H", "O", "P", "N", "C", "C", "N", "C", "C", "N", "C", "C", "H", "H", "H", "H", "H", "H", "H", "H", "H", "H", "H", "H", "H", "H", "H", "H", "H", "H", "O", "P", "N", "C", "C", "N", "C", "C", "N", "C", "C", "H", "H", "H", "H", "H", "H", "H", "H", "H", "H", "H", "H", "H", "H", "H", "H", "H", "H", "C", "N", "O", "O", "H", "H", "H", "C", "N", "O", "O", "H", "H", "H", "C", "N", "O", "O", "H", "H", "H", "C", "N", "O", "O", "H", "H", "H", "C", "C", "O", "P", "O", "O", "C", "C", "O", "C", "C", "H", "H", "H", "H", "H", "H", "H", "H", "H", "H", "H", "H", "H", "H", "H"],
  "coordinates": [[-5.948, -2.614, -1.524], [-5.756, -4.111, -1.371], [-4.437, -4.797, -2.208], [-4.154, -4.072, -3.522], [-4.364, -6.187, -2.417], [-7.108, -4.998, -2.007], [-7.798, -6.184, -1.536], [-7.671, -4.380, -3.199], [-5.615, -4.643, 0.197], [-6.458, -4.040, 1.197], [-4.255, -4.748, 0.740], [-3.230, -4.322, -4.042], [-4.262, -2.996, -3.386], [-4.882, -4.168, -4.328], [-5.092, -6.812, -2.934], [-3.999, -6.672, -1.512], [-3.540, -6.452, -3.079], [-8.747, -5.854, -1.112], [-7.982, -6.934, -2.305], [-7.156, -6.652, -0.790], [-7.907, -3.317, -3.167], [-6.928, -4.390, -3.997], [-8.522, -4.920, -3.615], [-7.515, -4.224, 1.005], [-6.202, -4.335, 2.215], [-6.191, -2.991, 1.063], [-3.623, -5.483, 0.243], [-4.279, -5.066, 1.783], [-3.737, -3.793, 0.821], [-5.343, -1.237, 3.104], [-4.428, -1.073, 4.277], [-5.287, -0.783, 5.773], [-6.634, -0.238, 5.662], [-4.808, -1.144, 7.179], [-3.424, 0.317, 4.120], [-3.465, 1.073, 2.867], [-3.031, 1.077, 5.284], [-3.350, -2.408, 4.547], [-2.265, -2.559, 3.502], [-3.961, -3.757, 4.782], [-7.168, -0.576, 6.551], [-7.290, -0.649, 4.895], [-6.486, 0.842, 5.660], [-5.653, -1.447, 7.798], [-4.066, -0.437, 7.549], [-4.192, -2.043, 7.216], [-2.918, 2.010, 2.961], [-3.018, 0.607, 1.989], [-4.516, 1.096, 2.576], [-3.662, 1.881, 5.661], [-2.887, 0.407, 6.132], [-2.094, 1.581, 5.049], [-1.859, -3.571, 3.468], [-2.639, -2.500, 2.480], [-1.453, -1.835, 3.559], [-4.545, -4.027, 3.902], [-4.625, -3.789, 5.646], [-3.111, -4.423, 4.925], [0.689, -9.175, -2.292], [1.597, -8.080, -2.648], [1.665, -6.893, -1.366], [2.167, -5.509, -1.665], [1.451, -7.222, 0.047], [0.936, -7.091, -3.957], [1.095, -7.561, -5.344], [-0.167, -6.132, -3.753], [3.250, -8.557, -2.992], [3.560, -10.015, -2.980], [4.342, -7.846, -3.569], [1.681, -4.802, -0.992], [2.025, -5.168, -2.691], [3.198, -5.527, -1.312], [2.225, -7.900, 0.409], [0.493, -7.730, 0.158], [1.299, -6.282, 0.577], [2.126, -7.495, -5.690], [1.001, -8.647, -5.358], [0.421, -7.123, -6.080], [-0.087, -5.221, -4.346], [-1.097, -6.556, -4.132], [-0.339, -5.782, -2.735], [3.400, -10.309, -4.017], [4.606, -10.190, -2.728], [2.983, -10.664, -2.322], [4.607, -8.185, -4.570], [5.151, -8.145, -2.902], [4.287, -6.771, -3.394], [-1.031, 6.505, 2.073], [-2.029, 6.084, 3.091], [-3.368, 4.998, 2.556], [-4.475, 4.491, 3.501], [-3.293, 4.457, 1.222], [-2.880, 7.348, 3.859], [-3.798, 8.096, 2.962], [-2.344, 8.058, 5.066], [-1.273, 5.052, 4.293], [-1.831, 4.891, 5.669], [-0.343, 4.028, 3.858], [-4.653, 5.177, 4.330], [-4.055, 3.807, 4.238], [-5.340, 4.033, 3.020], [-2.243, 4.260, 1.005], [-3.702, 5.188, 0.525], [-3.828, 3.521, 1.060], [-4.311, 8.812, 3.604], [-3.117, 8.512, 2.219], [-4.490, 7.426, 2.452], [-3.152, 8.524, 5.630], [-1.753, 7.367, 5.667], [-1.640, 8.860, 4.841], [-2.793, 5.402, 5.675], [-1.987, 3.840, 5.915], [-1.056, 5.216, 6.363], [0.009, 3.478, 4.731], [0.469, 4.597, 3.405], [-0.796, 3.411, 3.083], [8.280, 0.510, 1.011], [7.856, 0.151, -0.333], [8.074, -1.479, -0.713], [7.319, -2.480, 0.138], [9.417, -2.071, -1.079], [8.525, 1.098, -1.656], [9.867, 1.625, -1.491], [8.222, 0.895, -3.038], [6.207, 0.515, -0.484], [5.662, 1.803, 0.048], [5.276, 0.025, -1.359], [7.352, -2.168, 1.181], [7.882, -3.410, 0.221], [6.281, -2.469, -0.195], [9.361, -3.138, -1.295], [10.170, -2.063, -0.291], [9.887, -1.623, -1.955], [10.374, 1.276, -0.591], [10.566, 1.356, -2.284], [9.775, 2.710, -1.524], [8.772, 0.102, -3.545], [7.163, 0.659, -3.144], [8.408, 1.857, -3.516], [6.072, 1.883, 1.055], [5.848, 2.622, -0.646], [4.575, 1.739, 0.093], [5.351, -1.039, -1.582], [5.259, 0.424, -2.373], [4.247, 0.060, -1.001], [-3.234, 4.182, -6.096], [-2.116, 3.387, -5.512], [-2.016, 1.712, -5.966], [-3.078, 1.198, -6.806], [-1.143, 0.685, -5.398], [-1.954, 3.360, -3.818], [-2.951, 2.745, -3.027], [-1.338, 4.507, -3.194], [-0.534, 3.987, -6.126], [-0.479, 4.832, -7.373], [0.681, 3.366, -5.597], [-3.593, 1.968, -7.382], [-3.816, 0.918, -6.054], [-2.729, 0.352, -7.398], [-0.363, 0.478, -6.130], [-1.647, -0.282, -5.398], [-0.875, 1.025, -4.398], [-3.862, 2.432, -3.537], [-2.583, 1.905, -2.438], [-3.180, 3.425, -2.206], [-1.517, 4.539, -2.119], [-0.254, 4.598, -3.135], [-1.762, 5.338, -3.758], [0.491, 4.832, -7.870], [-1.336, 4.534, -7.977], [-0.737, 5.820, -6.993], [1.377, 4.156, -5.314], [1.170, 2.782, -6.377], [0.568, 2.776, -4.687], [1.578, -1.038, -2.500], [0.627, -1.107, -1.378], [-0.901, -1.670, -1.951], [-0.993, -3.000, -2.532], [-2.148, -1.009, -1.880], [0.371, 0.395, -0.645], [0.579, 1.713, -1.284], [-0.067, 0.540, 0.771], [0.949, -2.288, -0.140], [0.010, -2.786, 0.838], [2.300, -2.455, 0.291], [-1.895, -3.523, -2.216], [-0.220, -3.587, -2.037], [-0.802, -2.910, -3.602], [-2.472, -0.747, -2.887], [-2.103, -0.070, -1.329], [-2.944, -1.664, -1.525], [1.625, 1.713, -1.593], [0.140, 1.613, -2.277], [0.228, 2.586, -0.734], [-0.857, -0.189, 0.951], [0.788, 0.416, 1.436], [-0.327, 1.580, 0.971], [-0.190, -3.849, 0.703], [0.304, -2.502, 1.848], [-0.911, -2.237, 0.643], [2.608, -1.596, 0.887], [2.994, -2.332, -0.541], [2.426, -3.411, 0.799], [4.838, -5.338, 4.064], [4.108, -4.840, 2.847], [2.836, -4.896, 2.786], [4.753, -4.264, 2.022], [4.694, -4.685, 4.925], [5.918, -5.367, 3.924], [4.646, -6.401, 4.214], [3.474, 1.938, -4.332], [4.013, 3.189, -3.641], [3.244, 4.121, -3.453], [5.187, 3.192, -3.310], [3.527, 2.237, -5.379], [2.620, 1.509, -3.808], [4.229, 1.163, -4.196], [3.229, -1.842, 4.145], [1.792, -1.994, 4.217], [1.109, -1.016, 4.025], [1.299, -3.055, 4.541], [3.644, -1.366, 5.034], [3.472, -1.256, 3.259], [3.732, -2.800, 4.020], [-5.959, 0.143, -1.400], [-5.036, 1.237, -1.130], [-5.439, 2.416, -1.345], [-4.084, 0.942, -0.342], [-6.875, 0.639, -1.722], [-5.973, -0.513, -0.529], [-5.613, -0.361, -2.302], [5.773, 8.753, 0.646], [5.531, 9.452, 2.052], [4.893, 8.480, 2.985], [3.334, 7.965, 2.751], [2.617, 9.157, 2.233], [2.977, 7.255, 4.180], [2.441, 8.026, 5.191], [0.965, 7.624, 5.160], [3.495, 6.748, 1.730], [2.370, 6.061, 1.176], [2.551, 4.593, 1.118], [4.926, 8.227, 0.205], [6.078, 9.563, -0.018], [6.500, 7.953, 0.788], [6.510, 9.782, 2.400], [4.764, 10.202, 1.863], [2.961, 7.894, 6.139], [2.362, 9.096, 4.996], [0.802, 6.553, 5.033], [0.599, 7.991, 6.119], [0.391, 8.017, 4.322], [1.548, 6.264, 1.862], [2.312, 6.409, 0.144], [2.827, 4.322, 2.138], [1.742, 3.948, 0.774], [3.481, 4.314, 0.623]]
}